[1]
A 2-piece molecular cluster, C2H5F2O6P3 overall in a non-equilibrium geometry, computed with ωB97M-V/def2-TZVPD.

The geometry in XYZ format:
```
18
Properties=species:S:1:pos:R:3:nbo_charge:R:1
P 1.820 1.407 -1.860 1.150
P -2.078 -0.691 0.163 1.525
P -0.462 1.663 1.497 1.417
F 1.404 3.685 -0.520 -0.438
F -0.233 3.165 -1.860 -0.429
O -2.022 -2.079 1.187 -0.854
O 0.757 0.266 -2.309 -1.047
O -0.858 0.167 1.068 -1.178
O 2.482 0.808 -0.472 -1.027
O 0.736 1.514 2.346 -1.164
O -1.321 -1.079 -1.058 -1.216
C -0.920 -2.919 1.078 -0.260
C 0.676 2.575 -0.979 -0.008
H 1.875 0.947 0.273 0.503
H -0.197 -2.729 1.884 0.153
H -1.261 -3.963 1.142 0.133
H -0.419 -2.764 0.114 0.204
H 0.023 0.025 -1.694 0.535
```

As for the net charge: -2. The energy relative to the best compared isomer or geometry (same formula, charge and spin) comes out at 0.000 eV. As for the spin multiplicity: 1. For the LUMO energy, the calculation gives 6.19 eV.

[2]
The molecule C3H6NP in a non-equilibrium geometry, computed with ωB97M-V/def2-TZVPD.

The geometry in XYZ format:
```
11
Properties=species:S:1:pos:R:3:nbo_charge:R:1
P 0.220 -1.581 -0.265 0.371
N -2.750 -0.053 0.018 -0.336
C 0.627 1.174 -0.561 -0.631
C 0.051 0.090 0.292 -0.516
C -1.631 0.054 0.226 0.228
H 0.375 0.850 -1.621 0.225
H 1.693 1.315 -0.521 0.236
H 0.064 -0.008 1.355 0.255
H -0.146 -1.928 1.001 -0.030
H 1.464 -1.970 0.326 -0.037
H 0.034 2.056 -0.250 0.235
```

As for the SMILES: C[C@H](P)C#N. The energy relative to the best compared isomer or geometry (same formula, charge and spin) comes out at 1.161 eV. As for the spin multiplicity: 1. For the LUMO energy, the calculation gives 0.62 eV.

[3]
The molecule C4H3NO in a non-equilibrium geometry, computed with ωB97M-V/def2-TZVPD.

The geometry in XYZ format:
```
9
Properties=species:S:1:pos:R:3:nbo_charge:R:1
O 1.454 0.638 0.655 -0.658
N -1.624 0.558 2.050 -0.283
C -0.865 0.629 1.181 0.248
C -0.292 -1.348 -1.590 -0.159
C 0.162 0.670 0.107 -0.054
C -0.097 -0.425 -0.845 -0.067
H 0.082 1.635 -0.405 0.250
H 1.564 -0.213 1.105 0.479
H -0.473 -2.168 -2.251 0.244
```

As for the SMILES: C#C[C@H](O)C#N. The energy relative to the best compared isomer or geometry (same formula, charge and spin) comes out at 1.495 eV. As for the spin multiplicity: 1. For the LUMO energy, the calculation gives 0.59 eV.

[4]
C6H15AlNO2 as an isolated structure in a non-equilibrium geometry, computed with ωB97M-V/def2-TZVPD.

The geometry in XYZ format:
```
25
Properties=species:S:1:pos:R:3:nbo_charge:R:1
Al -8.534 -1.899 -26.042 1.519
O -10.135 -3.916 -24.467 -0.319
O -6.602 -0.241 -25.208 -0.498
N -8.141 -1.885 -23.527 -0.500
C -6.580 -0.129 -23.833 -0.110
C -11.591 -3.986 -24.372 -0.302
C -7.871 -0.466 -23.177 -0.283
C -9.554 -3.860 -23.119 -0.094
C -5.447 0.330 -25.881 -0.288
C -9.377 -2.312 -22.817 -0.274
H -7.314 -2.367 -23.204 0.435
H -10.177 -4.424 -22.425 0.282
H -4.532 0.309 -25.289 0.258
H -5.541 1.267 -26.429 0.281
H -11.958 -3.048 -23.955 0.238
H -9.311 -2.095 -21.751 0.333
H -10.258 -1.754 -23.133 0.256
H -8.562 -4.311 -23.114 0.245
H -11.987 -4.211 -25.362 0.264
H -5.786 -0.750 -23.418 0.234
H -12.015 -4.753 -23.725 0.283
H -8.570 0.269 -23.578 0.254
H -7.878 -0.385 -22.090 0.295
H -6.469 0.909 -23.518 0.262
H -5.279 -0.361 -26.707 0.226
```

As for the net charge: +3. The energy relative to the best compared isomer or geometry (same formula, charge and spin) comes out at 1.126 eV. As for the spin multiplicity: 1. For the LUMO energy, the calculation gives -18.20 eV.

[5]
An isolated ion of composition C5H8N and charge +1 in a non-equilibrium geometry, computed with ωB97M-V/def2-TZVPD.

The geometry in XYZ format:
```
14
Properties=species:S:1:pos:R:3:nbo_charge:R:1
N -2.135 -0.085 0.006 -0.275
C 0.442 -0.240 0.488 -0.544
C -0.894 0.303 -0.040 0.273
C -3.394 -0.090 -0.111 0.122
C 2.876 -0.205 -0.422 -0.375
C 1.992 0.400 0.293 -0.163
H -0.654 1.184 -0.735 0.252
H -3.899 0.639 0.406 0.223
H 2.806 -1.226 -0.794 0.226
H 2.135 1.447 0.708 0.228
H -3.902 -0.753 -0.772 0.239
H 0.650 -1.181 -0.196 0.285
H 3.798 0.389 -0.391 0.245
H 0.179 -0.583 1.561 0.264
```

As for the net charge: +1. As for the SMILES: C=CCC=[N+]=C. The energy relative to the best compared isomer or geometry (same formula, charge and spin) comes out at 4.107 eV. As for the spin multiplicity: 1. For the LUMO energy, the calculation gives -5.40 eV.

[6]
An isolated ion of composition C6H6NO8 and charge -1 in a non-equilibrium geometry, computed with ωB97M-V/def2-TZVPD.

The geometry in XYZ format:
```
21
Properties=species:S:1:pos:R:3:nbo_charge:R:1
O -0.063 -1.853 -1.681 -0.755
O 3.021 1.689 -0.697 -0.718
O -2.270 1.444 1.319 -0.506
O -0.262 2.134 -1.397 -0.540
O 2.908 -0.518 0.918 -0.625
O -1.969 -0.302 -1.104 -0.758
O 0.698 -0.234 1.287 -0.509
O -0.614 1.625 2.673 -0.441
N -1.108 1.195 1.652 0.491
C 0.615 1.639 -0.765 0.660
C -1.343 -0.701 0.103 0.031
C -0.630 -2.010 -0.329 -0.102
C -0.435 0.312 0.745 0.118
C 1.893 0.084 0.687 0.774
C 1.758 1.162 -0.268 -0.159
H 3.753 1.081 -0.393 0.493
H -2.295 0.602 -1.164 0.508
H 0.367 -2.177 0.233 0.209
H -2.068 -0.957 0.824 0.171
H -1.164 -2.853 -0.552 0.180
H -0.791 -1.362 -2.090 0.477
```

As for the net charge: -1. As for the SMILES: O=C=C(O)C(=O)OC([C@@H](O)CO)=[N+]([O-])[O-]. As for the spin multiplicity: 1. For the LUMO energy, the calculation gives 3.40 eV.

[7]
A 3-piece molecular cluster, C4H12NS2 overall in a non-equilibrium geometry, computed with ωB97M-V/def2-TZVPD.

The geometry in XYZ format:
```
19
Properties=species:S:1:pos:R:3:nbo_charge:R:1
S 3.423 -0.093 0.702 -0.013
S 0.798 2.942 0.108 0.471
N -0.698 -1.053 1.424 -1.075
C 2.995 -1.090 -0.697 -0.314
C -0.155 1.828 -0.685 -0.104
C -1.498 1.285 -0.562 -0.811
C 1.692 -1.302 -0.973 -0.476
H -0.017 3.303 1.047 0.140
H 4.762 0.004 0.585 0.160
H 0.861 -0.620 -0.767 0.174
H -0.018 -0.479 1.869 0.364
H -1.405 0.159 -0.136 0.382
H -1.158 -1.574 2.161 0.384
H 1.415 -2.022 -1.825 0.232
H 3.843 -1.661 -1.124 0.246
H -0.216 -1.826 0.971 0.379
H 0.452 1.469 -1.663 0.286
H -2.396 1.702 -0.017 0.290
H -1.913 1.173 -1.569 0.287
```

As for the net charge: +1. The energy relative to the best compared isomer or geometry (same formula, charge and spin) comes out at 3.515 eV. As for the spin multiplicity: 1. For the LUMO energy, the calculation gives -5.96 eV.

[8]
A 3-piece molecular cluster, C15H35N3O4 overall in a non-equilibrium geometry, computed with ωB97M-V/def2-TZVPD.

The geometry in XYZ format:
```
57
Properties=species:S:1:pos:R:3:nbo_charge:R:1
O 2.540 1.408 2.487 -0.523
O 0.979 -3.616 -1.153 -0.551
O 2.815 3.232 0.964 -0.563
O -3.362 3.239 -1.061 -0.549
N -0.120 -6.204 -1.768 -0.821
N -6.016 3.602 -0.010 -0.821
N 5.556 1.380 1.734 -0.863
C 2.231 2.215 1.361 0.809
C -1.416 -4.589 -3.052 -0.615
C 1.104 0.024 1.071 -0.461
C 0.946 1.574 0.603 -0.524
C 2.268 0.025 2.160 0.090
C 1.118 -2.761 -2.276 -0.252
C -4.484 4.355 1.729 -0.615
C 5.671 0.243 0.789 -0.222
C -0.368 -3.921 -0.806 -0.075
C -2.475 4.311 -0.785 -0.249
C -3.781 2.510 0.087 -0.073
C -1.007 -5.040 -1.653 -0.082
C -4.930 3.169 0.878 -0.082
C 3.516 -0.959 1.890 -0.434
C 4.327 -0.593 0.557 -0.434
H -4.143 1.549 -0.293 0.183
H -2.102 -5.314 -3.498 0.222
H 3.120 -2.032 1.763 0.233
H 1.803 -0.362 3.139 0.196
H 0.002 2.082 0.995 0.238
H 1.163 -3.350 -3.194 0.171
H 5.937 0.706 -0.232 0.197
H -1.802 4.087 0.047 0.167
H 4.638 -1.594 0.076 0.212
H 0.066 -6.566 -0.834 0.351
H 0.789 -5.863 -2.079 0.355
H -2.925 2.283 0.735 0.158
H 2.069 -2.232 -2.179 0.189
H -3.564 4.125 2.273 0.202
H 5.116 1.123 2.621 0.362
H -3.039 5.224 -0.585 0.168
H -5.252 4.600 2.467 0.221
H 0.314 -2.022 -2.334 0.169
H -1.872 4.488 -1.680 0.192
H 1.168 1.727 -0.503 0.241
H -5.329 2.413 1.562 0.189
H -5.596 4.162 -0.752 0.356
H -4.315 5.257 1.138 0.204
H -0.330 -4.266 0.234 0.184
H 6.566 -0.412 1.063 0.190
H 4.194 -0.980 2.819 0.218
H -1.921 -5.356 -1.137 0.190
H 1.215 -0.616 0.125 0.231
H -0.565 -4.502 -3.731 0.203
H 5.140 2.214 1.310 0.380
H -6.381 2.788 -0.500 0.350
H -0.983 -3.013 -0.808 0.163
H 0.039 -0.227 1.426 0.227
H -1.928 -3.623 -3.021 0.202
H 3.595 -0.102 -0.178 0.196
```

As for the SMILES: NCCC[C@@H]1CCC(=O)O1.COC[C@@H](C)N.COC[C@@H](C)N. The energy relative to the best compared isomer or geometry (same formula, charge and spin) comes out at 1.933 eV. As for the spin multiplicity: 1. For the LUMO energy, the calculation gives 0.30 eV.

[9]
The molecule C3H3F2N in a non-equilibrium geometry, computed with ωB97M-V/def2-TZVPD.

The geometry in XYZ format:
```
9
Properties=species:S:1:pos:R:3:nbo_charge:R:1
F 2.105 0.294 -0.260 -0.380
F -1.743 1.343 -0.103 -0.294
N -0.047 -0.186 0.839 -0.373
C -0.699 0.495 -0.289 0.402
C -0.483 -0.981 -0.308 -0.288
C 0.748 0.721 0.145 0.277
H -1.245 -1.754 0.136 0.236
H 0.317 -1.496 -0.906 0.227
H 1.047 1.564 0.746 0.193
```

As for the SMILES: F[C@@H]1N2C[C@]12F. The energy relative to the best compared isomer or geometry (same formula, charge and spin) comes out at 3.339 eV. As for the spin multiplicity: 1. For the LUMO energy, the calculation gives 1.03 eV.

[10]
An isolated ion of composition C3H6NO and charge +1 in a non-equilibrium geometry, computed with ωB97M-V/def2-TZVPD.

The geometry in XYZ format:
```
11
Properties=species:S:1:pos:R:3:nbo_charge:R:1
O 1.344 0.456 0.148 -0.355
N -0.174 -1.336 0.776 -0.716
C -0.438 0.574 -0.736 -0.598
C 0.641 1.456 -0.238 0.387
C 0.487 -0.678 -0.332 0.105
H 0.371 -1.949 1.390 0.462
H 1.029 2.440 -0.385 0.242
H -1.104 -1.688 0.448 0.468
H -0.225 0.737 -1.887 0.318
H -1.526 0.513 -0.538 0.272
H -0.404 -0.524 1.355 0.414
```

As for the net charge: +1. The energy relative to the best compared isomer or geometry (same formula, charge and spin) comes out at 4.194 eV. As for the spin multiplicity: 1. For the LUMO energy, the calculation gives -5.11 eV.

E values (in Ha) by entry order: -1754.59131; -513.92706; -284.11815; -683.84129; -249.67421; -888.81692; -1010.36630; -1057.65423; -370.46735; -247.46196.
HOMO energy values (in eV) by entry order: 0.36; -10.26; -11.13; -21.96; -14.33; -4.73; -11.94; -8.80; -11.10; -13.46.